[1]
# C3H2N2O2

A cluster of 2 separate species, C3H2N2O2 in total at a distorted geometry (wB97M-V/def2-TZVPD, the OMol25 dataset).

The spin multiplicity is 1. As for the net charge: 0. The calculation puts the total energy at -375.33177 hartree. As for the SMILES: O=c1c[n+]1[O-].C#N. The energy relative to the best compared isomer or geometry (same formula, charge and spin) is 4.8914 eV. The orbital gap comes out at 10.39 eV.

Last column: Mulliken charge in e.
Positions of all 9 atoms, in Å:
O: -2.11226 1.24064 -0.41522  -0.455
C: -1.83320 0.19014 -0.87453  0.639
C: -1.36104 -1.15508 -0.98039  -0.295
N: -1.40038 -0.50723 -2.11487  0.384
O: -1.16992 -0.65517 -3.29057  -0.617
H: -1.25440 -2.15251 -0.61504  0.331
C: 0.42266 0.54883 1.75658  0.098
N: 0.75390 0.20463 0.72003  -0.371
H: 0.24325 0.83846 2.75138  0.287

[2]
# C3H2N2O2

A cluster of 2 separate species, C3H2N2O2 in total at a distorted geometry (wB97M-V/def2-TZVPD, the OMol25 dataset).

The spin multiplicity is 3. As for the net charge: 0. The expectation value of S² is 2.020. The calculation puts the total energy at -375.38337 hartree. The energy relative to the best compared isomer or geometry (same formula, charge and spin) is 0.0000 eV. The orbital gap (spin up / spin down) comes out at 9.00 / 9.55 eV.

Last column: Löwdin spin population.
Positions of all 9 atoms, in Å:
C: -0.59889 -0.59808 -0.95749  0.453
C: -0.90005 0.24708 -1.86659  0.442
C: 1.21887 0.45617 1.27673  0.003
N: -0.67129 -1.41857 -0.05424  0.561
N: 0.27573 1.14722 1.30637  0.005
O: -1.10250 1.19003 -2.58453  0.483
O: 2.19052 -0.05306 0.99490  0.002
H: 0.25926 -1.92353 0.34008  0.051
H: -0.67166 0.95274 1.54478  0.000